#a
Entry from OMol25: C49H80N8O4S3Si5SnTe as an isolated structure (ωB97M-V/def2-TZVPD).

Last column: Löwdin charge in e.
Positions of all 151 atoms, in Å:
Te  1.4400  -2.0863  1.1682  0.37
Sn  -1.7386  0.8819  -0.5086  0.81
S  0.4145  0.2499  -1.7894  0.44
S  1.9325  2.4282  1.7994  0.55
S  -2.8214  -0.0933  -2.6328  0.44
Si  -1.9882  4.3376  -2.0130  0.03
Si  2.5056  -4.3010  1.0770  -0.10
Si  1.5270  -6.1840  2.1052  0.34
Si  4.5007  -4.0247  2.2713  0.30
Si  2.7717  -5.0104  -1.1362  0.31
O  -0.7113  5.3653  -1.7580  -0.10
O  -3.3356  5.1591  -1.4486  -0.13
O  -1.8930  2.9039  -1.3680  -0.46
O  -2.1825  4.3485  -3.6633  -0.11
N  -2.3644  -0.2353  2.3547  0.14
N  -1.8375  -4.6085  0.4980  0.08
N  -3.2875  4.2648  3.7422  0.07
N  -3.0008  -2.0923  0.4565  0.13
N  3.1040  0.9805  -0.0595  0.07
N  2.5254  3.1555  -0.7178  0.11
N  -1.3325  -2.5802  8.9575  0.04
N  -3.1390  2.3106  1.7828  0.10
C  -2.6425  -4.2280  -0.4927  -0.12
C  0.9334  -0.8418  -4.2739  -0.14
C  3.5585  -6.7347  -1.2588  -0.23
C  -3.6901  4.4979  2.4968  -0.13
C  1.2384  6.3829  -0.8600  -0.04
C  -0.2328  5.0204  0.6167  -0.05
C  -2.0627  3.8049  -5.9552  -0.04
C  -2.7614  2.0414  3.0354  -0.19
C  -1.8378  -1.2373  -4.9550  -0.15
C  3.0679  2.8980  -1.8905  -0.32
C  2.9414  3.9478  -2.9553  -0.01
C  -3.2077  -2.9715  -0.5235  -0.13
C  -1.6189  -1.5829  6.3349  -0.16
C  -2.0996  -1.5163  2.6046  -0.22
C  5.4997  -2.5281  1.7139  -0.24
C  -0.1659  -0.4334  -3.3033  -0.79
C  -1.2404  4.0835  -4.7051  -0.64
C  2.5339  2.1988  0.2558  -0.86
C  -1.0418  7.2283  -0.2647  -0.04
C  0.6300  -5.8193  3.7387  -0.23
C  -2.3629  0.6297  3.3634  -0.19
C  -2.0767  0.2366  4.6679  0.04
C  3.9967  -3.6750  4.0569  -0.24
C  -3.5560  3.5380  1.5040  -0.12
C  3.7291  0.7274  -1.2195  -0.32
C  0.3304  -7.1757  1.0428  -0.23
C  3.7703  -3.9322  -2.3131  -0.23
C  -1.6125  -3.7268  1.4581  -0.15
C  -5.0755  3.6647  -2.2993  -0.03
C  -0.3544  5.3141  -4.9258  -0.03
C  5.7680  -5.4373  2.3662  -0.23
C  -0.3871  2.8701  -4.3564  -0.03
C  -0.2022  5.9812  -0.5652  -0.62
C  -2.7876  3.0550  3.9907  -0.08
C  2.8801  -7.4412  2.5463  -0.24
C  3.7494  1.6985  -2.1729  -0.01
C  -1.8229  -1.0982  4.9452  -0.14
C  -2.0225  -1.4695  8.6964  -0.16
C  -0.8756  -2.7262  6.6035  -0.01
C  -4.8504  6.0364  -3.1008  -0.03
C  -0.7649  -3.1789  7.9089  -0.14
C  -5.5639  5.5696  -0.7558  -0.04
C  -2.1904  -0.9408  7.4262  -0.02
C  4.4060  -0.5910  -1.3413  -0.03
C  -4.6850  5.0930  -1.9076  -0.65
C  -1.4538  -0.6056  -3.6267  -0.81
C  -1.8310  -1.9856  3.8846  0.04
C  1.0651  -5.0854  -1.9268  -0.22
C  -2.2244  -2.4680  1.4597  -0.25
H  -0.7669  7.6488  0.7085  0.08
H  0.7135  -0.5088  -5.2964  0.06
H  0.3981  5.1175  -5.6967  0.08
H  2.5161  4.8552  -2.5330  0.05
H  -3.8465  -2.6448  -1.3344  0.08
H  -5.2106  6.5409  -0.3964  0.08
H  -6.1413  3.6085  -2.5371  0.08
H  3.7689  -7.0138  -2.2981  0.02
H  -1.2563  4.9104  0.9815  0.07
H  0.6415  -4.0727  -1.9777  0.03
H  3.3996  -7.1549  3.4689  0.01
H  0.2564  2.5921  -5.1994  0.09
H  -0.4673  -6.5343  0.6601  -0.01
H  -0.9678  6.1689  -5.2295  0.08
H  -0.8841  7.9848  -1.0395  0.08
H  -2.8914  -1.5197  -4.9400  0.04
H  4.8581  -1.6394  1.6794  0.00
H  -2.7876  -0.0479  7.2910  0.11
H  -0.3623  -3.2475  5.8030  0.10
H  2.4565  -8.4421  2.6915  0.02
H  -0.4577  -5.8613  3.6084  0.02
H  -4.1073  5.4771  2.2911  0.10
H  0.8496  -7.6271  0.1888  0.01
H  3.8059  -1.3672  -0.8615  0.03
H  -0.1844  -4.0690  8.1323  0.10
H  0.3734  -5.6927  -1.3302  0.00
H  1.5950  7.0885  -0.1024  0.08
H  -3.7552  3.7620  0.4581  0.08
H  -4.5781  7.0550  -2.8035  0.09
H  3.8482  -4.4205  -3.2906  0.03
H  0.4064  5.3802  1.4269  0.08
H  -2.8337  -4.9547  -1.2750  0.10
H  5.3738  -0.5501  -0.8358  0.09
H  -5.8834  6.0336  -3.4663  0.08
H  2.8936  -7.4970  -0.8309  0.01
H  6.7096  -5.0942  2.8105  0.02
H  -4.4866  3.3315  -3.1584  0.08
H  -2.0991  6.9561  -0.2560  0.07
H  -4.8524  2.9737  -1.4808  0.08
H  2.9095  0.2127  0.5849  0.01
H  3.2325  -2.8884  4.0726  0.01
H  3.2555  -2.9771  -2.4554  0.01
H  1.8780  5.4963  -0.8499  0.05
H  -1.0265  2.0227  -4.0989  0.07
H  0.9058  -6.5384  4.5165  0.02
H  -2.4681  -0.9802  9.5570  0.10
H  -2.0368  0.9671  5.4661  0.10
H  -6.6021  5.6694  -1.0843  0.08
H  3.6348  -7.5099  1.7527  0.01
H  0.2345  3.0797  -3.4776  0.07
H  5.9933  -5.8432  1.3708  0.01
H  1.0969  -5.4990  -2.9426  0.03
H  -1.4090  3.6427  -6.8170  0.08
H  1.0606  -1.9328  -4.2970  0.07
H  5.9227  -2.6784  0.7117  0.02
H  -1.6843  -3.0447  4.0580  0.11
H  3.5618  -4.5723  4.5207  0.01
H  5.3868  -6.2638  2.9766  0.00
H  -2.6728  2.9105  -5.7979  0.09
H  3.9102  4.1593  -3.4130  0.08
H  -4.1770  5.7159  -3.8991  0.07
H  -1.2400  -2.1330  -5.1592  0.06
H  -2.4088  2.9052  4.9956  0.10
H  4.8401  -3.3470  4.6762  0.02
H  -1.6908  -0.5357  -5.7888  0.07
H  0.1401  5.5643  -3.9869  0.06
H  1.8799  -0.3958  -3.9609  0.04
H  -5.5288  4.8556  0.0724  0.06
H  4.5029  -6.7766  -0.7000  0.01
H  6.3255  -2.3280  2.4059  0.02
H  -0.9389  -4.0345  2.2502  0.06
H  -2.7267  4.6490  -6.1639  0.08
H  0.1245  4.0375  0.3034  0.04
H  -0.1301  -7.9837  1.6254  0.03
H  4.7846  -3.7262  -1.9510  0.02
H  4.2249  1.5274  -3.1299  0.12
H  0.8843  -4.8158  4.1071  0.01
H  4.5676  -0.8417  -2.3882  0.08
H  2.2645  3.5857  -3.7347  0.07
H  1.2891  6.8623  -1.8440  0.08

Output
E_LUMO = 3.453 eV
gap between HOMO and LUMO = 5.1 eV
HOMO = -1.62 eV
charge = -2


#b
Entry from OMol25: C49H80N8O4S3Si5SnTe as an isolated structure (ωB97M-V/def2-TZVPD).

Last column: Löwdin charge in e.
Positions of all 151 atoms, in Å:
Te  2.9575  0.6202  0.0393  0.56
Sn  -0.4557  1.5910  0.3444  1.02
S  0.3419  -1.6875  1.6953  0.68
S  2.0748  1.5004  -2.0309  0.34
S  1.5768  3.9199  0.3376  0.42
Si  -2.6466  -0.6567  -1.7110  0.02
Si  5.3101  0.0337  -0.5603  0.10
Si  5.2936  -1.7675  -2.0454  0.32
Si  6.4785  1.9467  -1.2150  0.33
Si  5.9550  -0.6339  1.5944  0.30
O  -1.7420  0.2861  -0.8437  -0.40
O  -1.8109  -1.8056  -2.5813  -0.10
O  -3.5485  0.1699  -2.8352  -0.11
O  -3.7599  -1.5507  -0.8592  -0.12
N  0.1870  1.3559  3.3127  0.10
N  -1.4147  -3.3733  2.5818  0.10
N  -0.1657  -0.7611  5.0882  0.07
N  -1.9979  2.2404  1.8347  -0.04
N  0.8023  -4.1305  2.7376  0.11
N  -1.6316  3.1912  -0.5837  -0.08
N  -3.2782  5.2022  -1.6905  0.03
N  -8.1741  2.8804  5.4118  0.00
C  -7.2205  1.9934  5.7323  -0.21
C  0.3235  -5.2338  3.2364  -0.33
C  -6.0112  1.8542  5.0887  -0.05
C  -1.3379  3.7879  -1.7649  -0.18
C  1.2199  0.7089  3.8447  -0.16
C  -1.9297  -4.5048  3.0763  -0.29
C  1.0493  -0.3337  4.7369  -0.17
C  -1.0326  0.9465  3.6512  -0.24
C  4.7640  -1.9250  2.2697  -0.22
C  2.8317  3.5961  -3.6227  -0.17
C  -1.0606  -5.4910  3.4336  0.00
C  -1.6730  1.1652  -4.0668  -0.03
C  -3.4162  -4.5720  3.1881  0.00
C  5.9457  0.8626  2.7400  -0.23
C  -2.9516  -3.8811  -3.0362  -0.03
C  -6.0964  -1.0624  -1.1408  -0.03
C  -4.0245  1.9884  -4.2583  -0.03
C  -4.4399  2.5777  3.2800  -0.19
C  -7.8655  3.6675  4.3669  -0.20
C  1.3321  -6.2858  3.6038  -0.04
C  -2.1936  1.6590  3.0639  -0.26
C  -4.9292  -1.1135  -0.1582  -0.63
C  -3.1462  0.7558  -4.0766  -0.64
C  -4.7026  0.2436  0.4938  -0.02
C  2.4149  3.2270  -2.2114  -0.78
C  -3.5353  4.6454  -0.5288  -0.12
C  -1.1889  -0.1338  4.5323  -0.11
C  2.1850  4.1700  -1.2609  -0.87
C  -6.6936  3.6176  3.6492  -0.05
C  -2.7520  3.6499  0.0804  -0.22
C  -3.4089  -0.2558  -5.1915  -0.03
C  4.2708  -3.1610  -1.3104  -0.22
C  -5.6769  2.6823  3.9841  -0.20
C  -5.1831  -2.1682  0.9154  -0.04
C  8.3395  1.7014  -0.9901  -0.23
C  2.4799  5.6124  -1.6361  -0.15
C  -1.6824  -3.2190  -2.4959  -0.65
C  -0.0575  -3.1270  2.3736  -0.80
C  5.9008  3.4034  -0.1902  -0.21
C  -2.1267  4.7505  -2.3088  -0.17
C  -3.0058  3.0712  1.3675  -0.24
C  4.5384  -1.2365  -3.6804  -0.22
C  7.0403  -2.4111  -2.3782  -0.23
C  -0.4839  -3.5759  -3.3718  -0.03
C  -1.4103  -3.6754  -1.0646  -0.04
C  7.6920  -1.3759  1.6189  -0.22
C  6.1508  2.2876  -3.0290  -0.21
C  -3.3478  1.7724  3.7734  0.00
C  -4.1837  3.2537  2.0742  0.01
H  3.5936  -0.7101  -3.5174  0.00
H  6.2091  3.3130  0.8551  0.02
H  6.8679  1.4428  2.6340  0.02
H  -1.4656  1.8089  -3.2082  0.05
H  7.9594  -1.6858  2.6352  0.02
H  -1.8661  5.2046  -3.2571  0.08
H  7.6710  -1.6356  -2.8235  0.02
H  -1.0226  0.2924  -3.9960  0.08
H  -4.9496  3.8730  1.6299  0.09
H  4.8980  -2.0217  3.3527  0.03
H  -0.6472  -3.2115  -4.3886  0.08
H  -1.4277  1.7095  -4.9836  0.09
H  3.5010  5.7381  -2.0152  0.06
H  3.6806  4.2880  -3.6430  0.06
H  -3.8791  -4.3048  2.2363  0.07
H  1.7964  5.9536  -2.4221  0.07
H  8.8786  2.5966  -1.3191  0.02
H  7.0062  -3.2578  -3.0728  0.02
H  0.8628  -7.1737  4.0267  0.07
H  -4.4166  5.0041  -0.0035  0.10
H  -6.1047  -1.9588  1.4640  0.09
H  -7.4474  1.3388  6.5714  0.08
H  -2.2721  -3.4617  -0.4312  0.07
H  -3.8071  -3.5931  -2.4241  0.07
H  -6.5542  4.3204  2.8381  0.09
H  4.8080  3.4827  -0.2082  0.01
H  8.5966  1.5206  0.0578  0.01
H  -2.8547  -4.9720  -3.0272  0.08
H  -3.3979  1.3391  4.7632  0.09
H  2.0114  4.0823  -4.1654  0.07
H  4.9488  -2.9045  1.8189  0.02
H  -3.1384  0.1623  -6.1664  0.08
H  -2.0175  -2.6202  2.2718  0.13
H  5.0796  2.4320  -3.1814  0.00
H  -7.0081  -0.7270  -0.6371  0.08
H  -0.3278  -4.6583  -3.4048  0.08
H  -4.4678  -0.5283  -5.2073  0.08
H  -5.5612  0.5260  1.1089  0.10
H  7.7554  -2.2556  0.9719  0.01
H  -2.8181  -1.1541  -5.0168  0.07
H  4.3483  -2.1078  -4.3159  0.03
H  2.2082  1.0338  3.5359  0.10
H  -8.6204  4.3991  4.0881  0.09
H  2.3441  6.2509  -0.7672  0.04
H  4.0282  -3.9002  -2.0810  0.03
H  0.4150  -3.0991  -2.9760  0.09
H  3.3337  -2.7825  -0.8916  0.02
H  -5.8628  -0.3733  -1.9519  0.08
H  -6.2760  -2.0545  -1.5658  0.08
H  7.5251  -2.7487  -1.4576  0.01
H  2.0403  -5.8725  4.3224  0.08
H  5.8667  0.5412  3.7835  0.02
H  -0.4193  3.4740  -2.2526  0.09
H  3.7126  -1.6806  2.0843  -0.01
H  5.2036  -0.5571  -4.2206  0.01
H  6.4735  1.4595  -3.6663  0.02
H  1.8994  -6.5649  2.7155  0.08
H  -4.3534  -2.1722  1.6281  0.06
H  -5.2616  -3.1570  0.4537  0.08
H  6.6715  3.1953  -3.3528  0.03
H  -3.8488  2.6935  -3.4435  0.08
H  -5.3323  1.0827  5.4267  0.08
H  8.7041  0.8522  -1.5760  0.02
H  4.8136  -3.6715  -0.5092  0.02
H  -2.1827  -0.4973  4.7736  0.11
H  -3.1342  -3.5578  -4.0631  0.08
H  3.1130  2.7105  -4.1937  0.04
H  -3.8191  0.2073  1.1343  0.08
H  -4.5415  1.0214  -0.2570  0.09
H  -3.8093  2.4859  -5.2088  0.08
H  8.4390  -0.6543  1.2760  0.01
H  1.9028  -0.8482  5.1648  0.10
H  -3.7676  -3.8625  3.9391  0.10
H  -0.5439  -3.1354  -0.6772  0.06
H  -1.2031  -4.7511  -1.0423  0.09
H  -3.7347  -5.5724  3.4718  0.08
H  -5.0778  1.6977  -4.2442  0.08
H  6.3160  4.3357  -0.5888  0.03
H  -1.4137  -6.4255  3.8412  0.10
H  5.1080  1.5311  2.5239  0.01

Output
E_LUMO (spin up / spin down) = 3.339 / 3.340 eV
gap between HOMO and LUMO (spin up / spin down) = 3.8 / 3.8 eV
HOMO (spin up / spin down) = -0.50 / -0.47 eV
charge = -2


It is #a that is most stable; the runner-up trails by 0.0592 hartree.


#a
Entry from OMol25: an isolated ion of composition C5H10N2P and charge +1 (ωB97M-V/def2-TZVPD).

Last column: Löwdin charge in e.
Positions of all 18 atoms, in Å:
P  2.1187  0.9668  0.0100  1.01
N  -0.6897  1.8010  0.0285  0.06
N  -0.1668  -0.3376  -0.0676  -0.12
C  0.7478  -1.4271  0.1810  -0.18
C  -1.5561  -0.4121  -0.0786  -0.12
C  -1.9483  1.0850  -0.0416  -0.12
C  2.1493  -0.8749  -0.2093  -0.39
C  0.3022  0.9203  -0.1301  -0.41
H  -2.6671  1.6022  0.6929  0.16
H  2.0554  0.7225  1.3759  -0.04
H  2.9856  -1.4345  0.2695  0.10
H  -2.3869  1.2922  -1.0333  0.12
H  -1.9159  -1.0476  0.7765  0.15
H  2.1713  -0.9830  -1.4202  0.13
H  0.6546  -2.2805  -0.4824  0.13
H  -2.0612  -0.8177  -1.0663  0.17
H  -0.7261  2.8672  0.0031  0.21
H  0.9332  -1.6422  1.1919  0.11

Output
E_LUMO = -3.806 eV
gap between HOMO and LUMO = 10.1 eV
HOMO = -13.87 eV
charge = +1


#b
Entry from OMol25: an isolated ion of composition C5H10N2P and charge +1 (ωB97M-V/def2-TZVPD).

Last column: Löwdin charge in e.
Positions of all 18 atoms, in Å:
P  3.9653  -0.3126  0.0332  1.01
N  0.8563  -1.5196  -0.0195  0.06
N  0.3923  -0.3375  0.0468  -0.12
C  0.5799  2.1081  -0.0453  -0.04
C  -1.0417  -0.0911  0.1387  0.02
C  0.0163  -2.6587  -0.0558  -0.08
C  2.6132  0.6964  -0.0318  -0.52
C  1.2182  0.7496  -0.0006  -0.31
H  -1.2541  0.7735  0.7605  0.10
H  0.6673  -3.5165  -0.2127  0.10
H  3.0453  1.7037  -0.1207  0.06
H  1.3099  2.8590  -0.3341  0.09
H  -0.7172  -2.6085  -0.8677  0.11
H  -1.4580  0.0700  -0.8579  0.13
H  -1.5295  -0.9572  0.5803  0.09
H  -0.2326  2.1540  -0.7682  0.09
H  -0.5227  -2.8047  0.8865  0.11
H  0.1886  2.4030  0.9306  0.10

Output
E_LUMO (spin up / spin down) = -5.845 / -6.367 eV
gap between HOMO and LUMO (spin up / spin down) = 6.5 / 5.8 eV
HOMO (spin up / spin down) = -12.37 / -12.13 eV
charge = +1


It is #a that is most stable; the runner-up trails by 0.1255 hartree.


#a
Entry from OMol25: one molecule with the formula C2H3NS (ωB97M-V/def2-TZVPD).

Last column: Löwdin charge in e.
Positions of all 7 atoms, in Å:
S  -0.6927  1.3647  0.1695  0.81
N  -1.7589  0.0345  -0.1992  -0.28
C  1.8937  -0.1282  0.0452  0.07
C  0.7287  0.4501  0.2870  -0.55
H  2.6960  -0.7858  0.1375  -0.01
H  -1.5503  -0.6313  0.5178  0.01
H  -1.3166  -0.3039  -0.9578  -0.05

Output
E_LUMO = 0.436 eV
gap between HOMO and LUMO = 9.3 eV
HOMO = -8.90 eV


#b
Entry from OMol25: a 2-piece molecular cluster, C2H3NS overall (ωB97M-V/def2-TZVPD).

Last column: Löwdin charge in e.
Positions of all 7 atoms, in Å:
S  0.9728  -1.4862  0.0895  0.76
N  -1.4836  -0.4108  -0.2202  -0.03
C  1.8538  -0.1164  -0.0496  -0.77
C  2.5743  0.8418  -0.3094  0.03
H  -1.6863  -0.5560  0.8734  0.02
H  -1.2590  0.6050  -0.2789  -0.03
H  2.9101  1.8244  -0.0025  0.04

Output
E_LUMO (spin up / spin down) = -2.685 / -2.685 eV
gap between HOMO and LUMO (spin up / spin down) = 6.4 / 6.4 eV
HOMO (spin up / spin down) = -9.12 / -9.12 eV


#c
Entry from OMol25: one molecule with the formula C2H3NS (ωB97M-V/def2-TZVPD).

Last column: Löwdin charge in e.
Positions of all 7 atoms, in Å:
S  -1.5473  0.2856  -1.4803  0.85
N  0.7949  -1.1631  -1.6192  0.05
C  -0.7818  0.5354  0.1519  -0.34
C  -0.0485  -0.3955  -1.0183  -0.69
H  1.6110  -1.4253  -1.0737  0.04
H  -0.3390  1.4982  0.3347  0.04
H  -1.2109  -0.0099  0.9748  0.04

Output
E_LUMO = 0.759 eV
gap between HOMO and LUMO = 10.1 eV
HOMO = -9.36 eV


It is #c that is most stable; the runner-up trails by 0.0487 hartree.


#a
Entry from OMol25: a 2-piece molecular cluster, H4N2O overall (ωB97M-V/def2-TZVPD).

Last column: Löwdin charge in e.
Positions of all 7 atoms, in Å:
O  -2.2867  -0.0216  -0.0494  -0.10
N  0.7952  0.4125  -0.1727  -0.03
N  1.7018  -0.5103  -0.1607  -0.01
H  2.3948  -0.2060  0.5998  0.06
H  1.2121  1.3050  0.1760  0.06
H  -2.4026  -0.9548  0.1433  0.02
H  -1.4147  -0.0248  -0.5362  0.01

Output
E_LUMO = -0.149 eV
gap between HOMO and LUMO = 10.2 eV
HOMO = -10.37 eV


#b
Entry from OMol25: one molecule with the formula H4N2O (ωB97M-V/def2-TZVPD).

Last column: Löwdin charge in e.
Positions of all 7 atoms, in Å:
O  -0.4667  0.8849  0.0216  -0.26
N  1.0132  0.2073  -0.0759  0.06
N  -1.4509  -0.1146  -0.0170  -0.03
H  1.4596  1.1018  -0.2754  0.05
H  1.3620  -0.0003  0.8443  0.04
H  -1.1809  -0.9134  -0.5662  0.06
H  -1.5760  -0.3951  0.9757  0.08

Output
E_LUMO = 1.166 eV
gap between HOMO and LUMO = 10.8 eV
HOMO = -9.66 eV


It is #a that is most stable; the runner-up trails by 0.0550 hartree.